ORCA calculation (ωB97M-V/def2-TZVPD) on a 12-piece molecular cluster, C42H106N2O12 overall.

Results
Lowest unoccupied orbital energy (eV): 0.641
Energy relative to the best compared isomer or geometry (same formula, charge and spin) (eV): 0.000
Electronic energy (eV): -72820.1361
SMILES: CC1(C)CCCC(C)(C)N1O.CC1(C)CCCC(C)(C)N1O.CC(C)O.CC(C)O.CC(C)O.CC(C)O.CC(C)O.CC(C)O.CC(C)O.CO.CO.CO

Structure (XYZ):
```
162
Properties=species:S:1:pos:R:3:forces:R:3:lowdin_charge:R:1
C -1.87540 1.06999 5.79883 -1.5 0.3 0.0 -0.028
C -2.67516 1.61710 4.60327 1.0 0.1 -0.1 -0.433
C -2.57670 3.13519 4.44112 -0.3 -0.2 -0.6 -0.046
O -2.23702 1.00159 3.38056 -0.8 -0.1 0.0 -0.090
H -1.94416 0.00966 5.71772 0.3 -0.9 0.1 0.051
H -2.40475 1.32771 6.71682 0.1 0.2 0.1 0.082
H -0.84478 1.35398 5.91554 0.4 0.3 -0.4 0.070
H -3.71457 1.28675 4.67258 0.0 0.2 0.3 0.134
H -1.54893 3.35574 4.11418 -0.3 0.2 0.5 0.064
H -2.89220 3.69680 5.33591 0.4 -0.2 -0.3 0.086
H -3.22107 3.42932 3.59714 0.1 0.0 0.3 0.070
H -1.28224 0.90345 3.32314 0.7 0.2 0.0 0.050
C -1.17340 -2.53160 4.18748 -0.2 1.2 -0.1 -0.051
C 0.32721 -2.58911 4.05433 0.6 1.6 0.6 -0.439
C 0.82697 -2.81535 2.62192 0.3 -1.4 1.8 -0.038
O 0.86222 -1.28840 4.45198 -0.1 -1.2 0.9 -0.086
H -1.45616 -2.18421 5.20063 0.1 -0.7 -0.4 0.083
H -1.64114 -3.43978 3.85923 -0.4 -0.7 0.2 0.070
H -1.55722 -1.74973 3.51097 0.1 -0.1 0.1 0.068
H 0.74824 -3.23780 4.84804 -0.1 -0.2 -0.8 0.142
H 0.69912 -3.87170 2.38494 0.0 -0.1 -0.3 0.076
H 1.90578 -2.61613 2.69507 -0.4 0.2 -0.7 0.083
H 0.24198 -2.21847 1.94435 0.2 0.4 -0.4 0.054
H 0.68704 -0.68943 3.73565 -0.1 0.8 -0.7 0.008
C 0.87228 2.92299 1.67094 -1.3 -0.7 -0.1 -0.040
C 1.35748 1.80964 2.54894 -0.1 -0.8 0.4 -0.443
C 1.44190 2.23177 3.97891 0.3 1.1 1.4 -0.045
O 0.42975 0.68832 2.52936 0.5 0.4 -0.2 -0.100
H 1.52952 3.75483 1.79327 0.6 0.6 -0.5 0.086
H -0.14467 3.28227 1.95518 0.6 -0.5 0.0 0.078
H 0.80380 2.51037 0.65919 0.2 0.6 -0.1 0.084
H 2.34487 1.45146 2.19450 -0.5 0.2 0.2 0.104
H 1.70220 1.45325 4.68146 0.4 -0.6 -0.1 0.077
H 0.47891 2.57016 4.38531 0.0 0.2 -0.5 0.061
H 2.16426 3.06647 4.14083 -0.5 -0.5 -0.3 0.102
H 0.48310 0.23168 1.66611 -0.2 0.0 -0.1 0.060
C -2.94972 -5.05916 -1.01611 -0.3 -2.0 0.5 -0.058
C -3.32139 -3.94542 -0.09826 0.3 1.0 -0.9 -0.490
C -4.05474 -4.45328 1.11622 1.1 -0.6 0.3 -0.046
O -2.08360 -3.25406 0.22550 -1.0 0.5 0.3 -0.072
H -3.83663 -5.60555 -1.38894 0.1 0.3 0.3 0.100
H -2.38997 -5.79548 -0.39895 0.0 0.3 -0.7 0.075
H -2.40861 -4.77490 -1.89624 0.5 0.4 -0.3 0.058
H -3.98334 -3.31708 -0.71997 0.2 0.5 0.5 0.119
H -3.61528 -5.45774 1.34060 -0.6 0.7 0.2 0.095
H -5.10412 -4.51341 0.92087 -0.7 -0.4 -0.1 0.072
H -3.92317 -3.79194 1.96450 0.1 0.1 0.2 0.065
H -2.32816 -2.40794 0.68124 0.3 -0.7 -0.4 0.067
C 0.44838 -6.40725 -0.21886 -0.6 0.4 0.2 -0.060
C 1.38537 -5.25559 -0.56875 0.5 0.0 -0.5 -0.436
C 2.18530 -5.64928 -1.85075 -0.7 2.6 0.8 -0.036
O 0.60725 -4.07219 -0.88762 0.6 -0.5 -0.3 -0.098
H -0.24017 -6.56538 -1.08332 0.7 -0.1 0.5 0.091
H -0.20515 -6.11276 0.61864 0.3 -0.2 -0.1 0.073
H 0.98824 -7.32652 0.05042 -0.2 0.3 -0.2 0.087
H 2.08558 -4.94261 0.24696 -0.5 -0.6 -0.4 0.137
H 2.86103 -6.45152 -1.68786 0.8 -0.5 0.4 0.063
H 2.70028 -4.70783 -2.20054 -0.3 -1.2 0.1 0.085
H 1.45410 -5.97611 -2.56485 -0.3 0.0 -0.7 0.069
H -0.04052 -3.90250 -0.19844 -0.4 0.1 0.4 0.054
C 3.31294 2.05591 -4.07379 1.0 -0.4 -0.4 -0.056
C 1.83425 1.95909 -3.95888 -1.5 1.5 0.2 -0.502
C 1.17459 0.72828 -4.53906 -0.4 -0.7 0.1 -0.044
O 1.57868 2.15094 -2.54789 1.2 -0.7 -0.3 -0.066
H 3.59948 3.03138 -3.66346 0.3 -0.2 -0.3 0.089
H 3.69002 1.88501 -5.11388 -0.3 0.4 0.8 0.100
H 3.75588 1.27442 -3.42703 -0.2 0.3 -0.3 0.068
H 1.34381 2.84398 -4.43392 0.6 -0.5 -0.2 0.119
H 0.16870 0.65008 -4.10089 0.1 0.0 -0.2 0.055
H 1.70744 -0.18748 -4.23251 -0.1 0.2 -0.2 0.078
H 1.05770 0.73239 -5.65037 0.3 0.2 0.8 0.098
H 0.66493 2.35459 -2.38496 -1.0 0.1 -0.1 0.013
C -4.79504 -0.29959 -0.38764 0.1 0.9 1.9 -0.017
C -4.47166 -0.08273 1.10980 0.4 0.3 -0.6 -0.488
C -5.43700 -0.76334 2.01678 -2.9 -1.7 -1.1 -0.051
O -3.16897 -0.60684 1.31340 0.8 -0.6 -0.3 -0.088
H -5.80965 0.04114 -0.58616 0.0 -0.2 -0.2 0.088
H -4.64962 -1.34451 -0.57298 -0.1 -0.5 -0.5 0.051
H -4.08271 0.32584 -0.89884 0.2 0.0 -0.7 0.064
H -4.35538 0.98638 1.30962 -0.6 0.1 0.1 0.118
H -6.50073 -0.49631 1.73949 1.0 0.0 0.0 0.094
H -5.44470 -0.54077 3.06959 0.8 -0.1 0.5 0.065
H -5.44999 -1.89635 1.80202 0.4 1.6 0.6 0.101
H -2.84083 -0.25062 2.15386 0.1 0.2 0.2 0.050
C -0.79075 4.57899 -0.50347 -0.4 0.4 -1.4 -0.023
C -2.17290 3.97403 -0.75227 -0.9 -0.7 -0.5 -0.475
C -3.23844 5.10096 -0.71992 0.1 -0.4 0.6 -0.134
C -3.16756 6.00814 -1.93011 0.5 -1.1 0.7 -0.184
C -3.35284 5.12074 -3.13577 0.3 0.0 -0.6 -0.126
C -2.26558 4.00443 -3.29245 -2.1 0.5 1.1 -0.486
N -2.35567 3.17844 -2.02277 1.0 1.7 -0.9 -0.033
O -1.25133 2.27844 -2.13513 0.0 -0.9 0.4 -0.086
C -2.76941 3.06696 -4.36288 -0.4 -1.5 0.8 -0.046
C -0.90306 4.54782 -3.69083 0.0 -0.5 -0.6 -0.003
C -2.52152 2.92804 0.30429 -1.0 1.3 0.4 -0.028
H -0.61449 5.47689 -1.12469 -0.2 -0.3 0.6 0.074
H -0.04871 3.87045 -0.82677 0.5 -0.2 0.4 0.063
H -0.71715 4.85471 0.53166 0.3 0.0 0.4 0.077
H -4.23034 4.69467 -0.81062 -0.5 -0.7 0.6 0.108
H -3.14278 5.59189 0.28164 -0.1 -0.1 -0.9 0.140
H -2.19400 6.39313 -1.87993 1.4 1.2 -0.5 0.079
H -3.88480 6.78934 -1.83736 -0.6 0.7 -0.2 0.109
H -3.41161 5.68615 -4.08421 0.1 -0.2 0.4 0.127
H -4.31593 4.63593 -2.99469 -0.2 -0.3 -0.2 0.115
H -3.68051 2.48267 -4.03226 1.0 0.7 -0.2 0.116
H -3.00507 3.53400 -5.27956 -0.2 0.8 -1.1 0.074
H -1.94421 2.38345 -4.53219 0.0 -0.4 -0.3 0.063
H -1.04743 5.21054 -4.54587 0.0 0.0 -0.1 0.099
H -0.38163 5.11286 -2.94270 0.2 0.1 0.3 0.064
H -0.27431 3.70760 -4.02592 -0.2 0.5 0.2 0.061
H -3.56605 2.62280 0.18600 0.1 0.1 -0.2 0.078
H -2.50090 3.45679 1.26435 0.4 -0.7 0.2 0.080
H -1.93536 2.03358 0.22799 0.7 -0.2 0.4 0.068
H -1.64585 1.39446 -2.30352 0.1 0.5 -0.1 0.083
C 5.00036 1.36292 1.80559 2.3 1.7 0.2 -0.028
C 6.04065 0.58451 0.95816 -0.3 -0.7 -0.4 -0.495
C 6.83962 -0.48676 1.77800 -1.6 0.8 -1.1 -0.130
C 5.91693 -1.60171 2.23091 0.0 -1.2 -0.4 -0.170
C 5.17584 -2.20451 0.99034 1.0 -1.4 -0.3 -0.127
C 4.41576 -1.20186 0.11627 -0.1 -0.3 -0.3 -0.506
N 5.39510 -0.13751 -0.19093 -0.8 1.1 1.0 -0.074
O 4.60646 0.91157 -0.82307 0.5 -0.4 -0.7 -0.075
C 4.13318 -1.78563 -1.29937 0.0 0.0 0.2 -0.022
C 3.09209 -0.76499 0.78265 0.5 0.6 0.3 -0.025
C 7.04368 1.50072 0.24737 0.1 0.7 3.0 -0.038
H 4.31491 1.88196 1.14458 -0.4 -0.3 0.1 0.071
H 5.54043 2.22219 2.32418 -0.4 -1.1 -0.4 0.108
H 4.56476 0.76241 2.58147 -0.5 -0.2 0.1 0.057
H 7.53124 -0.87402 1.03394 0.5 -0.2 0.3 0.116
H 7.32630 0.01500 2.60051 0.4 0.0 0.2 0.116
H 5.20198 -1.29835 2.99065 -0.2 0.3 0.0 0.095
H 6.52001 -2.38649 2.74920 -0.4 0.3 -0.6 0.118
H 4.53755 -3.07051 1.24518 -0.2 0.6 0.3 0.115
H 5.92220 -2.74103 0.33783 -0.2 0.8 0.5 0.128
H 5.13460 -1.72918 -1.80181 -1.0 -0.7 0.1 0.099
H 3.69733 -2.80617 -1.19624 0.5 0.5 -0.3 0.075
H 3.41660 -1.15788 -1.88751 0.5 -0.4 0.6 0.079
H 2.87654 0.24384 0.43256 -0.4 -0.2 -0.5 0.073
H 2.26806 -1.45399 0.53722 0.5 0.3 0.3 0.071
H 3.20599 -0.60023 1.86765 -0.2 -0.7 -0.3 0.073
H 7.61185 1.95258 1.11809 -0.1 -0.2 -1.2 0.103
H 6.56255 2.30645 -0.27789 -0.2 0.2 -0.3 0.072
H 7.68934 0.91688 -0.37111 0.5 -0.2 -0.5 0.073
H 5.01726 0.96234 -1.69444 -0.2 0.1 0.0 0.089
C -2.88566 -1.26861 -3.36341 0.9 -0.9 0.2 -0.125
O -2.28153 0.00101 -3.58044 0.6 -0.1 0.3 -0.150
H -3.95308 -1.17896 -3.51142 -0.3 -0.4 0.1 0.085
H -2.42677 -2.14099 -3.90488 -0.6 1.1 -0.2 0.077
H -2.61682 -1.53031 -2.33625 -0.5 0.1 0.1 0.068
H -2.62162 0.44309 -4.35389 -0.2 0.0 -0.4 0.059
C 0.21241 -0.78479 -1.03742 -0.8 0.3 0.9 -0.081
O -0.31595 -0.66007 0.30597 -0.5 0.5 -0.2 -0.153
H 0.92748 -1.57977 -1.02068 0.4 -0.4 0.0 0.047
H -0.56103 -1.04940 -1.73712 -0.4 -0.1 -0.3 0.061
H 0.66972 0.13581 -1.33287 0.4 0.6 -0.3 0.068
H -1.12606 -0.09826 0.32552 0.6 -0.7 -0.3 0.077
C 0.06698 -2.81210 -3.83529 1.6 1.1 -0.2 -0.201
O -0.75569 -3.71855 -3.21778 -1.7 -0.5 -0.4 -0.125
H 0.87954 -2.49022 -3.16839 -0.3 0.3 0.0 0.073
H 0.60035 -3.26995 -4.64269 0.3 -0.6 -0.8 0.072
H -0.40516 -1.91704 -4.29065 -0.2 -0.4 0.6 0.069
H -0.50626 -3.85652 -2.30159 0.6 0.1 0.4 0.024
```
Forces are in eV/Å.